26
Properties=species:S:1:pos:R:3:forces:R:3:lowdin_charge:R:1 method="wB97M-V/def2-TZVPD" smiles="C=C[C@H](B1OCCO1)C(C)C" homo_lumo_gap_ha=0.3532 total_energy_ha=-489.1435 charge=0 e_above_lowest_kj_mol=239.0 lumo_ev=0.652 max_force_ev_per_a=5.63
C 2.981 -0.971 0.477 0.8 0.7 -0.4 -0.01
C 2.030 -0.202 -0.017 -1.6 -0.3 -0.2 -0.17
C 0.646 -0.106 0.704 -0.8 -0.9 -3.1 -0.13
B -0.599 -1.087 -0.325 2.2 3.0 4.2 -0.51
O -0.522 -1.292 -1.625 2.1 1.1 -1.1 0.13
C -1.573 -2.084 -1.975 -3.1 -0.7 -0.6 -0.14
C -2.645 -1.914 -0.817 2.9 -0.4 -0.3 -0.07
O -1.804 -1.385 0.242 -0.1 -0.7 0.1 0.09
C -0.031 1.276 0.838 -2.8 -1.3 -2.4 -0.43
C 0.209 2.109 -0.470 2.0 -0.1 2.5 -0.05
C 0.294 2.191 1.929 -1.0 1.1 1.7 -0.11
H 3.917 -1.115 -0.042 0.0 -0.1 -0.1 0.05
H 2.911 -1.352 1.462 -0.1 -0.5 0.8 0.04
H 2.151 0.176 -1.068 -0.3 -0.3 1.2 0.12
H 0.679 -0.502 1.702 0.2 -0.7 0.4 0.11
H -1.198 -3.099 -1.889 -0.4 -0.5 -0.9 0.13
H -2.012 -1.739 -2.960 0.7 -0.9 0.9 0.15
H -3.343 -1.169 -1.023 -1.6 0.9 -0.4 0.10
H -3.031 -2.875 -0.533 -0.5 -0.2 0.2 0.12
H -1.153 0.880 0.920 1.9 1.7 0.1 0.16
H -0.266 1.706 -1.279 -1.6 -0.9 -2.3 0.04
H 1.290 1.869 -0.639 -0.8 1.2 -0.1 0.07
H 0.007 3.194 -0.357 0.2 -0.8 -0.1 0.09
H 1.198 2.723 1.815 1.3 0.6 -0.6 0.07
H 0.358 1.806 2.920 -0.1 -0.9 0.8 0.07
H -0.495 2.962 2.009 0.3 -0.2 -0.2 0.10